Run 1
CH3NO2S2 | ωB97M-V/def2-TZVPD

HOMO-LUMO gap = 8.38 eV
LUMO energy = -1.36 eV
HOMO = -9.74 eV
Molecular weight = 125.17 g/mol
SMILES string = NS(=O)(=O)C=S
Spin multiplicity = 1

Last column: Löwdin charge in e.
Cartesian coordinates (Å):
N: -1.08327 0.46504 -0.63260  -0.131
S: -0.22678 -0.73331 0.00964  0.491
O: -0.90117 -1.51932 1.00816  -0.318
O: 0.39375 -1.57274 -1.02759  -0.346
C: 1.10567 0.34523 0.79347  -0.772
S: 1.95394 1.40173 0.01602  0.749
H: -0.49000 1.18779 -1.13799  0.077
H: -2.00814 0.25622 -1.08338  0.116
H: 1.25600 0.16936 2.05426  0.134

Run 2
CH3NO2S2 | ωB97M-V/def2-TZVPD

HOMO-LUMO gap = 8.80 eV
LUMO energy = 0.12 eV
HOMO = -8.68 eV
Molecular weight = 125.17 g/mol
SMILES string = O=C(NS)OS
Spin multiplicity = 1

Last column: Löwdin charge in e.
Cartesian coordinates (Å):
O: 0.24525 1.27232 -0.09810  0.074
C: 0.17226 0.09833 0.03146  -0.692
N: -1.11119 -0.72319 -0.18431  -0.385
S: -2.53894 -0.13774 0.52134  0.732
O: 1.15583 -0.78844 0.09607  -0.425
S: 2.71648 -0.13057 0.22203  0.870
H: -0.81639 -1.69048 -0.15154  0.071
H: -2.35585 1.10418 0.04859  -0.131
H: 2.53256 0.99559 -0.48553  -0.114

Stability, lowest: run 1